The following is a DFT calculation (ωB97M-V/def2-TZVPD) of C28H27AlNO19S as an isolated structure.

Each line ends with the Mulliken charge.
Element x y z (Å)
1 C 2.353 1.027 2.606  -0.26
2 O 3.015 2.256 2.319  -0.40
3 C 2.340 3.372 2.870  -0.65
4 C 0.845 3.564 2.429  0.50
5 C -0.232 2.956 3.403  -1.00
6 Al -1.325 1.564 2.370  0.03
7 S -1.817 2.315 0.232  -0.45
8 O -2.944 1.156 3.260  -0.03
9 N -3.642 2.250 3.510  0.15
10 O -4.795 1.994 3.762  -0.55
11 H 1.707 1.058 3.498  0.23
12 H 3.156 0.284 2.827  0.29
13 H 1.825 0.683 1.704  -0.06
14 H 2.398 3.420 3.982  0.32
15 H 2.887 4.268 2.507  0.29
16 H 0.675 4.662 2.414  0.11
17 H 0.743 3.231 1.377  -0.30
18 H 0.258 2.437 4.262  0.38
19 H -0.877 3.730 3.872  0.51
20 H -0.537 0.187 2.131  -0.21
21 H -2.965 3.060 0.337  0.04
22 C 2.785 -0.509 -1.890  -0.82
23 C 3.207 -1.058 -3.030  0.33
24 C 2.322 -1.939 -3.850  0.94
25 O 2.745 -2.407 -4.895  -0.66
26 C 0.975 -2.209 -3.357  -0.98
27 C 0.551 -1.662 -2.213  0.24
28 C 1.426 -0.763 -1.408  0.90
29 O 0.990 -0.279 -0.388  -0.42
30 O -0.678 -1.892 -1.733  -0.60
31 O 4.453 -0.845 -3.501  -0.61
32 H 3.415 0.132 -1.288  0.52
33 H 0.350 -2.862 -3.951  0.48
34 H -0.737 -1.379 -0.904  0.33
35 H 4.503 -1.343 -4.332  0.35
36 C -8.521 -1.234 3.662  -0.89
37 C -7.312 -0.749 3.975  0.42
38 C -6.137 -1.654 4.172  0.92
39 O -5.057 -1.182 4.442  -0.48
40 C -6.354 -3.098 4.037  -1.05
41 C -7.561 -3.573 3.726  0.41
42 C -8.725 -2.670 3.505  1.01
43 O -9.804 -3.156 3.206  -0.65
44 O -7.792 -4.896 3.597  -0.58
45 O -7.108 0.565 4.123  -0.54
46 H -9.378 -0.592 3.514  0.42
47 H -5.503 -3.745 4.198  0.41
48 H -8.735 -4.969 3.370  0.34
49 H -6.154 0.685 4.333  0.33
50 C 3.293 -7.423 -4.630  -1.01
51 C 4.126 -8.316 -4.091  0.36
52 C 5.435 -7.909 -3.498  0.98
53 O 6.151 -8.759 -3.002  -0.62
54 C 5.801 -6.494 -3.546  -0.87
55 C 4.969 -5.602 -4.088  0.31
56 C 3.652 -6.004 -4.656  1.01
57 O 2.933 -5.145 -5.118  -0.52
58 O 5.269 -4.295 -4.152  -0.56
59 O 3.830 -9.628 -4.052  -0.57
60 H 2.342 -7.704 -5.060  0.42
61 H 6.758 -6.213 -3.129  0.43
62 H 4.500 -3.873 -4.586  0.28
63 H 4.588 -10.050 -3.614  0.35
64 C 0.931 5.553 -0.753  -0.68
65 C 0.291 5.862 -1.884  0.19
66 C 0.121 7.276 -2.327  0.84
67 O -0.453 7.509 -3.375  -0.64
68 C 0.656 8.335 -1.470  -0.93
69 C 1.293 8.027 -0.339  0.31
70 C 1.487 6.611 0.091  1.01
71 O 2.091 6.387 1.122  -0.58
72 O 1.795 8.976 0.472  -0.59
73 O -0.232 4.915 -2.680  -0.53
74 H 1.061 4.532 -0.422  0.49
75 H 0.512 9.356 -1.793  0.41
76 H 2.201 8.490 1.211  0.35
77 H -0.634 5.396 -3.422  0.35

Computed properties:
lowest unoccupied orbital energy	-0.3	eV
E_HOMO	-5.40	eV
charge	-1
largest force on an atom	1.48	eV/A
total energy	-3208.1356	Eh